The following is a quantum chemistry calculation of one molecule with the formula C4H9NO, from OMol25.

Last columns: bonded neighbours and bond lengths (Å).
CARTESIAN COORDINATES (ANGSTROEM)
1 C 1.048 0.907 1.092  N2 1.385, O6 1.207, H7 1.103
2 N -0.169 1.078 0.452  C1 1.385, C3 1.482, H8 1.027
3 C -1.066 -0.096 0.332  N2 1.482, C4 1.533, H9 1.035, H10 1.139
4 C -1.152 -0.576 -1.122  C3 1.533, C5 1.633, H11 1.043, H12 1.163
5 C 0.138 -1.090 -1.980  C4 1.633, H13 1.171, H14 1.090, H15 1.112
6 O 1.336 -0.035 1.789  C1 1.207
7 H 1.769 1.701 0.835  C1 1.103
8 H -0.304 1.665 -0.380  N2 1.027
9 H -2.016 0.140 0.668  C3 1.035
10 H -0.777 -0.932 1.050  C3 1.139
11 H -1.558 0.252 -1.610  C4 1.043
12 H -1.987 -1.383 -1.196  C4 1.163
13 H 0.021 -1.928 -2.787  C5 1.171
14 H 0.501 -0.265 -2.594  C5 1.090
15 H 1.038 -1.387 -1.399  C5 1.112

Summary:
net charge = 0
HOMO-LUMO gap = 10.77 eV
energy relative to the best compared isomer or geometry (same formula, charge and spin) = 34.0 kcal per mole
LUMO energy = 0.9 eV
DFT total energy = -287.7782 a.u.
max |F| = 3.32 eV/A
SMILES = CCCNC=O

Löwdin charges, unit e, in atom order:
1 C -0.366
2 N 0.021
3 C -0.217
4 C -0.213
5 C -0.093
6 O 0.019
7 H 0.125
8 H 0.134
9 H 0.078
10 H 0.138
11 H 0.056
12 H 0.128
13 H 0.090
14 H 0.038
15 H 0.061